No. 1
The following is a quantum chemistry calculation of the molecule C6H7N at a distorted geometry, from the OMol25 dataset.

```
14
Properties=species:S:1:pos:R:3:forces:R:3:nbo_charge:R:1
C 1.999 0.113 -0.186 0.072 -0.063 -0.060 -0.62
C 0.524 0.065 -0.016 0.342 0.063 -0.185 0.12
C -0.669 -0.119 -0.996 0.042 0.158 -0.334 -0.26
C -1.589 0.566 0.010 -0.131 -0.020 0.188 -0.25
C -1.335 -0.905 0.089 -0.271 -0.482 -0.451 -0.07
N -0.144 -0.774 0.969 -0.048 -0.813 0.105 -0.37
C -0.371 0.753 0.948 -0.274 -0.918 0.109 -0.15
H 2.295 0.959 -0.813 -0.023 -0.092 0.060 0.22
H 2.340 -0.816 -0.650 0.093 0.065 -0.010 0.22
H 2.485 0.213 0.791 -0.120 -0.035 -0.153 0.23
H -0.735 -0.237 -2.066 -0.071 0.238 -0.011 0.23
H -2.509 1.110 -0.175 0.241 -0.032 0.114 0.23
H -2.009 -1.747 0.096 0.012 -0.072 -0.178 0.22
H -0.281 0.819 2.000 0.135 2.003 0.805 0.25
```
Positions in Å, forces in eV/Å.

Properties
**Maximum force**: 2.16 eV Å⁻¹
**Highest occupied orbital energy**: -0.321 Eh
**Gap between HOMO and LUMO**: 9.94 eV
**Lowest unoccupied orbital energy**: 1.2 eV
**Structure (SMILES)**: C[C@@]12[C@@H]3[C@H]4[C@@H]3N1[C@H]42

***

No. 2
The following is a quantum chemistry calculation of the molecule C6H7N at a distorted geometry, from the OMol25 dataset.

```
14
Properties=species:S:1:pos:R:3:forces:R:3:nbo_charge:R:1
C -0.541 -1.240 -2.110 0.901 0.743 1.612 0.25
C 1.357 -0.050 -0.764 2.210 -0.823 -1.534 -0.11
C 0.211 -0.564 -1.127 0.939 0.706 -1.205 -0.13
C 0.252 0.156 0.176 -1.901 1.112 -0.307 -0.02
C -0.423 1.542 0.352 0.595 -2.487 -2.627 -0.62
C -0.038 -0.677 1.336 2.295 -2.118 1.629 -0.61
N -1.209 -1.887 -2.766 -0.920 -0.784 -1.197 -0.28
H 2.464 0.037 -1.094 -2.197 -0.003 0.905 0.25
H -0.449 1.688 1.360 0.292 1.388 2.676 0.21
H -1.440 1.484 0.023 -0.705 -0.041 -0.343 0.21
H 0.117 2.185 -0.293 0.354 1.370 -0.038 0.21
H -1.077 -0.678 1.551 -1.067 0.008 0.194 0.22
H 0.493 -0.222 2.216 -0.426 -0.849 -0.419 0.21
H 0.285 -1.774 1.142 -0.369 1.779 0.654 0.21
```
Positions in Å, forces in eV/Å.

Properties
**Maximum force**: 3.67 eV Å⁻¹
**Highest occupied orbital energy**: -0.361 Eh
**Gap between HOMO and LUMO**: 10.23 eV
**Lowest unoccupied orbital energy**: 0.4 eV
**Structure (SMILES)**: CC1(C)C=C1C#N

***

No. 3
The following is a quantum chemistry calculation of the molecule C6H7N, from the OMol25 dataset.

```
14
Properties=species:S:1:pos:R:3:forces:R:3:nbo_charge:R:1
C -1.398 -0.514 -0.568 -0.173 -0.163 -0.027 -0.46
C -0.674 0.678 0.219 -0.062 0.035 -0.050 -0.19
C 0.763 0.955 -0.105 0.141 0.071 -0.185 -0.25
C 0.415 0.451 1.224 -0.040 0.031 0.180 -0.21
N 0.544 -1.635 0.144 -0.169 0.033 -0.363 -0.52
C -0.151 -1.247 -0.880 -0.034 0.165 0.025 0.20
C 1.315 -0.395 0.361 0.433 0.051 0.168 -0.05
H -1.877 -0.093 -1.459 -0.106 -0.131 0.177 0.21
H -2.110 -1.017 0.086 0.098 0.012 0.034 0.24
H -1.321 1.534 0.418 0.178 -0.125 -0.167 0.23
H 1.253 1.853 -0.459 -0.035 -0.219 0.055 0.23
H 0.540 0.776 2.248 -0.055 0.013 -0.183 0.24
H 0.362 -0.866 -1.782 -0.079 0.242 0.106 0.12
H 2.383 -0.438 0.556 -0.097 -0.017 0.230 0.22
```
Positions in Å, forces in eV/Å.

Properties
**Maximum force**: 0.47 eV Å⁻¹
**Highest occupied orbital energy**: -0.284 Eh
**Gap between HOMO and LUMO**: 8.52 eV
**Lowest unoccupied orbital energy**: 0.8 eV
**Structure (SMILES)**: C1=N[C@H]2[C@H]3[C@@H](C1)[C@@H]23

***

No. 4
The following is a quantum chemistry calculation of a structure of composition C6H7N at a distorted geometry, from the OMol25 dataset.

```
14
Properties=species:S:1:pos:R:3:forces:R:3:nbo_charge:R:1
C -0.929 1.088 0.922 -0.123 0.315 -0.301 -0.66
C -1.602 0.462 -0.159 0.370 1.110 -1.879 0.39
N -1.716 -0.925 -0.433 -0.195 0.123 1.725 -0.65
C -0.268 -0.915 -0.255 0.029 -0.392 0.916 -0.14
C 0.166 0.195 0.430 0.330 -2.376 -0.434 -0.04
C 1.633 0.355 0.397 -0.460 1.851 0.188 -0.20
C 2.390 -0.050 -0.620 -0.049 -0.179 0.233 -0.35
H -1.191 1.009 1.969 0.112 -0.126 0.097 0.25
H -1.543 1.019 -1.114 -0.989 0.228 0.149 0.17
H -1.951 -1.057 -1.407 0.036 0.036 -0.094 0.37
H 0.263 -1.846 -0.208 0.404 -0.159 -1.062 0.24
H 1.990 1.124 1.065 0.485 -0.305 0.526 0.22
H 3.456 0.146 -0.656 -0.107 -0.001 0.056 0.21
H 1.933 -0.582 -1.440 0.156 -0.125 -0.121 0.20
```
Positions in Å, forces in eV/Å.

Properties
**Maximum force**: 2.44 eV Å⁻¹
**Highest occupied orbital energy**: -0.252 Eh
**Gap between HOMO and LUMO**: 6.35 eV
**Lowest unoccupied orbital energy**: -0.5 eV

***

No. 5
The following is a quantum chemistry calculation of the molecule C6H7N at a distorted geometry, from the OMol25 dataset.

```
14
Properties=species:S:1:pos:R:3:forces:R:3:nbo_charge:R:1
C -1.552 -0.671 -1.122 1.350 0.201 0.298 0.21
C 0.673 -1.622 -1.343 3.394 -3.363 -2.086 -0.39
C 1.046 0.186 1.769 1.089 -1.570 -0.250 -0.27
C -0.208 -0.825 -0.758 -0.573 5.253 7.361 -0.16
C 0.273 0.165 0.607 -3.919 -0.912 -5.983 0.12
C -0.449 1.458 0.316 -0.029 0.005 0.611 -0.69
N -2.655 -0.575 -1.423 -1.280 0.106 -0.379 -0.31
H 0.424 -2.195 -2.222 -0.049 -0.062 -0.048 0.20
H 1.680 -1.707 -0.969 0.043 -0.037 0.022 0.20
H 1.087 1.094 2.332 0.035 0.273 0.222 0.20
H 1.602 -0.673 2.103 0.113 -0.124 0.166 0.20
H -0.230 2.208 1.071 -0.086 0.149 0.119 0.20
H -1.527 1.296 0.297 -0.085 0.087 -0.035 0.26
H -0.164 1.860 -0.655 -0.005 -0.006 -0.020 0.24
```
Positions in Å, forces in eV/Å.

Properties
**Maximum force**: 9.06 eV Å⁻¹
**Spin multiplicity**: 3
**Highest occupied orbital energy (alpha / beta)**: -0.204 / -0.346 Eh
**Gap between HOMO and LUMO (alpha / beta)**: 5.93 / 5.61 eV
**Lowest unoccupied orbital energy (alpha / beta)**: 0.4 / -3.8 eV

***

No. 6
The following is a quantum chemistry calculation of the ion C6H7N2O3 with charge +1 at a distorted geometry, from the OMol25 dataset.

```
18
Properties=species:S:1:pos:R:3:forces:R:3:nbo_charge:R:1
C -1.341 1.341 0.001 0.847 -0.195 -0.132 -0.28
C -2.705 1.514 0.011 -3.215 -3.279 -0.326 -0.24
C -1.100 -0.040 -0.020 -0.596 2.849 0.466 0.22
C -3.281 0.242 -0.022 2.706 0.143 0.658 0.34
C 0.305 -2.091 0.133 -0.005 0.632 0.014 -0.32
C 0.097 -0.803 0.038 1.497 1.409 -0.370 0.11
N -4.647 -0.291 -0.017 0.967 -0.067 0.426 0.51
N 1.386 0.036 -0.108 1.300 1.292 2.842 -0.70
O -5.513 0.515 0.151 -0.597 1.057 -0.054 -0.33
O -4.781 -1.479 -0.127 0.262 -0.655 -0.224 -0.32
O -2.254 -0.681 0.071 -1.673 -0.579 -0.934 -0.35
H -0.767 2.252 0.034 0.938 -0.438 -0.126 0.25
H -3.423 2.272 0.001 -0.111 1.859 0.015 0.27
H 1.332 -2.294 0.359 0.093 -1.441 -0.266 0.22
H -0.562 -2.713 0.009 0.200 -0.759 0.454 0.28
H 1.505 0.610 -0.919 -0.485 -0.096 -1.504 0.45
H 2.236 -0.517 0.009 -0.260 -0.879 -0.767 0.45
H 1.718 0.766 0.608 -1.869 -0.855 -0.174 0.45
```
Positions in Å, forces in eV/Å.

Properties
**Maximum force**: 4.60 eV Å⁻¹
**Total charge**: +1
**Highest occupied orbital energy**: -0.482 Eh
**Gap between HOMO and LUMO**: 8.50 eV
**Lowest unoccupied orbital energy**: -4.6 eV
**Structure (SMILES)**: C=C([NH3+])c1ccc([N+](=O)[O-])o1

***

No. 7
The following is a quantum chemistry calculation of the molecule C6H7N2OP at a distorted geometry, from the OMol25 dataset.

```
17
Properties=species:S:1:pos:R:3:forces:R:3:nbo_charge:R:1
C 1.274 2.086 0.394 -1.933 0.176 -0.985 -0.24
C 0.084 2.481 0.197 1.370 -2.422 0.574 0.37
C 1.430 0.678 0.106 0.445 0.738 0.211 0.58
C -1.064 0.706 0.012 -1.691 2.257 1.009 0.48
C -2.421 0.085 0.045 -0.844 -2.141 0.568 -0.66
C -0.083 -1.363 -0.523 0.086 0.542 -0.319 -0.41
N -1.162 2.030 0.165 1.107 1.063 -0.042 -0.52
N 0.064 0.035 -0.127 2.579 0.110 0.674 -0.39
O 2.568 0.109 0.170 -3.423 1.093 -0.370 -0.61
P 3.455 -1.299 0.631 0.289 -0.587 -0.019 0.02
H -2.793 0.122 -0.986 -0.161 -0.371 0.156 0.25
H -3.164 0.655 0.675 1.270 -0.407 -0.658 0.27
H -2.394 -1.019 0.418 -0.319 2.094 -0.782 0.22
H 0.942 -1.740 -0.479 -0.461 -0.742 -0.224 0.25
H -0.813 -1.812 0.177 1.009 -0.352 -0.594 0.22
H -0.511 -1.305 -1.555 0.533 -0.740 0.735 0.21
H 4.588 -0.450 0.679 0.146 -0.309 0.064 -0.06
```
Positions in Å, forces in eV/Å.

Properties
**Maximum force**: 3.61 eV Å⁻¹
**Highest occupied orbital energy (alpha / beta)**: -0.232 / -0.232 Eh
**Gap between HOMO and LUMO (alpha / beta)**: 5.43 / 5.44 eV
**Lowest unoccupied orbital energy (alpha / beta)**: -0.9 / -0.9 eV

***

No. 8
The following is a quantum chemistry calculation of the molecule C6H7N3 at a distorted geometry, from the OMol25 dataset.

```
16
Properties=species:S:1:pos:R:3:forces:R:3:nbo_charge:R:1
C 2.476 0.062 -0.050 -0.384 -0.684 -0.098 0.29
C 1.468 -0.889 0.525 2.013 1.577 0.652 -0.52
C 0.109 -0.440 0.188 -1.185 -2.765 -0.053 0.15
C -2.042 0.372 0.230 2.645 -0.048 -2.267 -0.06
C -1.323 1.558 -0.322 -0.722 0.879 1.561 -0.42
C -0.611 0.703 0.694 -0.784 1.497 1.187 -0.30
H 1.610 -1.870 0.148 0.238 -0.819 -0.648 0.27
H 1.760 -0.957 1.596 -0.791 0.224 -0.338 0.25
H -2.651 -1.439 -0.383 -0.669 -1.693 -0.057 0.37
H -2.901 0.536 0.767 -1.876 0.166 1.194 0.22
H -0.852 1.658 -1.246 0.211 -0.343 -1.668 0.23
H -1.755 2.503 0.035 0.478 -0.371 0.015 0.22
H -0.374 1.175 1.659 0.048 -0.540 -0.399 0.23
N 3.200 0.806 -0.540 0.015 0.026 0.128 -0.33
N -0.644 -1.356 -0.386 1.307 1.122 0.233 -0.20
N -1.884 -0.850 -0.527 -0.543 1.771 0.558 -0.41
```
Positions in Å, forces in eV/Å.

Properties
**Maximum force**: 3.48 eV Å⁻¹
**Highest occupied orbital energy**: -0.320 Eh
**Gap between HOMO and LUMO**: 9.48 eV
**Lowest unoccupied orbital energy**: 0.8 eV
**Structure (SMILES)**: N#CCC1=NN[C@@H]2C[C@H]12

***

No. 9
The following is a quantum chemistry calculation of a structure of composition C6H7N4O4 at a distorted geometry, from the OMol25 dataset.

```
21
Properties=species:S:1:pos:R:3:forces:R:3:nbo_charge:R:1
C 2.023 0.671 -2.168 -1.357 1.485 1.690 -0.09
C 1.180 2.454 -1.309 -0.248 1.904 -1.177 0.19
C 1.229 0.335 -0.986 0.677 0.940 -1.275 0.06
C -1.072 0.816 2.106 -0.166 0.490 -1.419 0.75
C 1.061 -0.879 -0.418 -0.373 0.532 0.640 -0.48
C -1.623 -0.248 1.100 0.781 -1.344 5.451 0.24
N 1.949 2.018 -2.310 0.327 -0.072 -0.121 -0.53
N 0.674 1.517 -0.522 0.796 -0.200 0.487 -0.56
N -1.921 -1.452 1.686 -1.407 -0.416 -2.749 -0.74
N -2.166 -0.028 -0.088 -1.045 -0.542 -2.272 0.38
O -1.191 0.530 3.289 0.188 0.076 -0.192 -0.67
O -2.871 -0.984 -0.550 -0.034 0.444 -0.378 -0.55
O -0.641 1.878 1.542 -0.149 -0.391 1.452 -0.70
O -1.943 1.016 -0.706 -0.522 -0.037 -0.002 -0.37
H 2.664 0.133 -2.832 -0.008 -0.682 0.035 0.19
H 0.929 3.545 -1.289 0.077 -1.252 0.437 0.17
H 0.510 -1.013 0.478 -0.234 -0.326 0.502 0.18
H 1.265 -1.635 -1.080 0.622 -2.307 -0.844 0.18
H -0.035 1.664 0.454 0.725 0.039 -1.107 0.47
H -2.557 -1.979 1.031 1.014 0.460 0.957 0.42
H -1.676 -1.879 2.569 0.335 1.199 -0.114 0.43
```
Positions in Å, forces in eV/Å.

Properties
**Maximum force**: 5.67 eV Å⁻¹
**Spin multiplicity**: 3
**Total charge**: -1
**Highest occupied orbital energy (alpha / beta)**: -0.108 / -0.199 Eh
**Gap between HOMO and LUMO (alpha / beta)**: 6.44 / 7.30 eV
**Lowest unoccupied orbital energy (alpha / beta)**: 3.5 / 1.9 eV

***

No. 10
The following is a quantum chemistry calculation of the ion C6H7N4OS with charge +1 at a distorted geometry, from the OMol25 dataset.

```
19
Properties=species:S:1:pos:R:3:forces:R:3:nbo_charge:R:1
C -4.180 0.349 0.215 2.977 -0.314 0.524 0.19
C -2.180 0.850 0.010 -0.364 -0.013 -0.471 0.23
C -0.006 -0.400 -0.096 2.166 -0.250 -0.693 -0.20
C -1.221 -1.314 -0.133 -0.031 2.020 1.154 0.65
C 1.304 -0.818 -0.146 -3.821 -0.349 0.480 -0.08
C 3.349 0.538 0.357 0.955 -1.570 1.722 -0.43
N -3.344 1.421 0.059 1.461 0.735 -0.268 -0.42
N -3.589 -0.814 0.286 -0.515 -0.526 -0.459 -0.21
N -2.292 -0.490 0.093 -1.306 0.747 0.398 -0.27
N 2.254 0.152 -0.578 0.934 3.002 0.446 -0.52
O -1.343 -2.447 -0.339 0.909 -3.165 -0.562 -0.42
S -0.509 1.307 -0.238 0.314 0.017 -0.028 0.34
H -5.089 0.574 0.585 -3.388 0.000 0.426 0.22
H 1.568 -1.863 0.103 0.244 0.837 -0.584 0.28
H 3.781 -0.332 0.897 -0.387 0.400 -0.654 0.25
H 4.154 1.113 -0.068 -0.024 0.099 -0.757 0.25
H 2.851 1.131 1.077 -0.225 0.662 1.030 0.23
H 2.674 -0.103 -1.459 -0.114 -0.075 -0.759 0.45
H 1.817 1.145 -0.627 0.215 -2.256 -0.944 0.46
```
Positions in Å, forces in eV/Å.

Properties
**Maximum force**: 3.87 eV Å⁻¹
**Total charge**: +1
**Highest occupied orbital energy**: -0.486 Eh
**Gap between HOMO and LUMO**: 8.20 eV
**Lowest unoccupied orbital energy**: -5.0 eV
**Structure (SMILES)**: C[NH2+]/C=c1\sc2ncnn2c1=O

***

No. 11
The following is a quantum chemistry calculation of the molecule C6H7N5O at a distorted geometry, from the OMol25 dataset.

```
19
Properties=species:S:1:pos:R:3:forces:R:3:nbo_charge:R:1
C -1.116 2.050 -0.286 -1.143 -0.581 3.233 -0.38
C -0.586 0.803 -0.091 0.526 2.303 0.616 0.26
C -1.693 2.933 0.800 0.821 -0.768 -0.278 0.67
C -0.718 1.193 2.195 0.814 1.176 4.855 0.47
C -0.094 -0.017 -1.223 1.033 2.520 -0.830 -0.66
C 0.746 -0.647 1.369 -0.566 1.162 2.006 -0.40
N -0.191 1.377 3.784 -0.237 -2.757 -5.049 -0.27
N -0.860 2.371 4.116 -0.841 1.331 0.663 -0.01
N -1.641 2.923 3.274 -1.140 1.191 0.577 -0.14
N -1.620 2.203 2.117 2.460 -0.753 -2.026 -0.28
N -0.250 0.406 1.212 -1.536 1.040 -0.822 -0.40
O -2.059 4.071 0.672 0.094 -1.381 0.420 -0.50
H -1.244 2.513 -1.194 -0.145 0.433 -2.204 0.23
H -0.468 0.505 -2.129 0.108 -0.852 0.394 0.25
H -0.506 -0.969 -1.076 -0.101 -1.726 -0.441 0.23
H 1.032 0.051 -1.294 -1.223 -0.600 0.123 0.24
H 1.255 -0.445 2.344 -0.629 -0.771 -0.622 0.25
H 1.441 -0.427 0.615 1.173 -0.452 -0.911 0.21
H 0.219 -1.582 1.246 0.531 -0.514 0.297 0.22
```
Positions in Å, forces in eV/Å.

Properties
**Maximum force**: 5.76 eV Å⁻¹
**Highest occupied orbital energy**: -0.322 Eh
**Gap between HOMO and LUMO**: 8.74 eV
**Lowest unoccupied orbital energy**: 0.0 eV
**Structure (SMILES)**: Cc1cc(=O)n2nnnc2n1C

***

No. 12
The following is a quantum chemistry calculation of a structure of composition C6H7NO at a distorted geometry, from the OMol25 dataset.

```
15
Properties=species:S:1:pos:R:3:forces:R:3:nbo_charge:R:1
C -2.245 -0.161 0.171 -4.646 0.289 2.595 -0.56
C -0.896 -0.416 -0.308 1.062 1.105 1.585 0.08
C -0.247 0.791 -0.386 1.581 -0.022 -0.151 -0.25
C 1.195 0.487 -0.271 3.594 0.695 1.584 -0.18
C 2.289 1.347 0.063 -0.839 -2.840 1.073 -0.33
C 1.307 -1.118 -0.140 -0.502 3.071 1.083 0.67
H -2.264 0.942 -0.260 -2.057 -2.572 0.886 0.23
H -2.451 0.011 1.508 0.997 -0.960 -4.205 0.24
H -3.526 -1.213 -0.118 3.534 2.940 0.356 0.16
H -0.734 1.836 -0.175 1.220 -2.239 -0.830 0.24
H 2.034 2.431 -0.054 0.855 -0.941 0.467 0.20
H 3.422 0.901 0.743 -3.952 1.519 -2.858 0.26
H -0.126 -2.513 -0.793 -0.053 3.725 3.382 0.41
N -0.029 -1.533 -0.017 -1.109 -3.540 -4.409 -0.62
O 2.273 -1.793 0.034 0.316 -0.230 -0.557 -0.54
```
Positions in Å, forces in eV/Å.

Properties
**Maximum force**: 5.76 eV Å⁻¹
**Highest occupied orbital energy**: -0.312 Eh
**Gap between HOMO and LUMO**: 8.01 eV
**Lowest unoccupied orbital energy**: -0.5 eV

***

Question: What is the maximum force in the eighth record?
Answer: 3.48 eV Å⁻¹